1.
Entry from the Open Molecules 2025 dataset: 4 unconnected molecules or ions with the total composition C37H47F3N2O14PSSi (wB97M-V/def2-TZVPD).

The geometry in XYZ format:
```
106
Properties=species:S:1:pos:R:3
C -0.14531 -5.75272 -1.09750
C -1.18180 -5.20008 -0.83929
C -2.39898 -4.47503 -0.32220
C -2.03171 -2.98686 -0.22719
C -2.23260 -2.18528 -1.38384
C -2.74100 -2.81985 -2.68131
O -4.16091 -2.66352 -2.80219
N -4.78271 -3.94442 -2.95818
O -4.91244 -4.21565 -4.07665
C -1.93767 -0.77433 -1.27846
C -2.17841 0.07069 -2.53971
C -3.47644 0.91916 -2.45134
O -4.64327 0.08454 -2.61560
C -5.69173 0.68715 -1.95804
O -6.63954 0.07246 -1.56600
C -1.42957 -0.23116 -0.08787
C -1.09926 1.25943 0.10239
F -1.49628 2.06573 -0.92021
F -1.86385 1.72330 1.17810
C 0.44035 1.55594 0.30254
C 1.10335 2.15625 -0.96255
Si 2.99455 2.27888 -0.61782
C 3.96438 2.80683 -2.13221
C 3.26253 3.56182 0.76967
C 3.73103 0.65809 0.01647
C 3.89837 0.43972 1.41038
C 4.48878 -0.76701 1.85516
C 4.91696 -1.77770 0.98039
C 4.72829 -1.55682 -0.40519
C 4.15112 -0.36102 -0.87291
N -1.20130 -1.06294 0.98893
P -0.49115 -0.51459 2.55110
S 1.23259 -1.29732 2.92006
C -1.50201 -2.39000 0.94639
C -1.26780 -3.34564 2.12622
C 0.04590 -4.13654 1.84904
O 0.35833 -5.12291 2.41067
F 0.82782 -3.63096 0.85602
H 0.89565 -6.01959 -1.22107
H -2.76518 -4.92562 0.60954
H -3.18873 -4.66895 -1.06801
H -2.52915 -3.90458 -2.72467
H -2.23983 -2.41278 -3.57718
H -1.29574 0.72215 -2.66277
H -2.25272 -0.50635 -3.46965
H -3.54875 1.38983 -1.45523
H -3.46602 1.74758 -3.18378
H -5.68837 1.78215 -1.74873
H 0.90756 0.56557 0.50341
H 0.57970 2.15647 1.21844
H 0.76620 3.20113 -1.06451
H 0.93567 1.53103 -1.85438
H 3.91912 2.03472 -2.92937
H 5.04338 2.93222 -1.91335
H 3.62343 3.78152 -2.55159
H 2.62332 3.34703 1.64757
H 4.31376 3.44715 1.09700
H 3.10755 4.59471 0.41788
H 3.59781 1.16923 2.16866
H 4.59350 -0.89503 2.94263
H 5.36895 -2.71400 1.33989
H 5.03492 -2.36095 -1.08274
H 4.04999 -0.27612 -1.96382
H -1.44822 -0.89890 3.51938
H -0.35023 0.87711 2.60820
H -2.04230 -4.12732 2.18873
H -1.25269 -2.88163 3.11871
C -6.92534 3.47343 3.53950
C -6.92628 3.19946 2.05383
C -5.55729 2.92025 1.48414
O -5.68174 3.38867 0.13893
C -6.63805 4.36609 0.14612
O -6.83423 5.11177 -0.75346
O -7.31870 4.36637 1.31778
H -7.94675 3.56268 3.90987
H -6.42841 2.67171 4.08762
H -6.42719 4.41927 3.75854
H -7.62711 2.39488 1.81437
H -5.30688 1.85982 1.50184
H -4.76035 3.48343 1.97791
C -1.18890 5.46424 -2.74409
C 0.08975 6.24063 -2.95795
C 0.35166 6.60247 -4.39840
O 1.78052 6.64299 -4.44988
C 2.23907 5.80493 -3.49018
O 3.36503 5.43303 -3.39807
O 1.23768 5.43620 -2.64494
H -1.37584 5.32427 -1.67803
H -2.04312 5.98468 -3.17800
H -1.11445 4.46793 -3.18508
H 0.10989 7.12576 -2.31652
H -0.07169 7.56706 -4.67110
H -0.00169 5.84573 -5.10395
C 6.50365 -7.72481 4.11760
C 6.87961 -6.43277 3.43117
C 6.11349 -5.23352 3.92700
O 6.08013 -4.38320 2.77383
C 6.15781 -5.20856 1.68341
O 5.93618 -4.87230 0.56615
O 6.51237 -6.46303 2.04628
H 7.16077 -8.53231 3.79363
H 6.58018 -7.63143 5.20147
H 5.48693 -8.02118 3.85458
H 7.95871 -6.26772 3.49365
H 6.61349 -4.73565 4.75581
H 5.08583 -5.46663 4.21819
```

Computed properties:
Energy above the lowest of the compared OMol25 structures with the same formula, charge and spin, kJ/mol: 0.0
Net charge: +1
Calculated total energy, hartree: -3929.22989
HOMO, eV: -10.859
Molar mass, g/mol: 891.90
HOMO-LUMO gap, eV: 6.0573

***

2.
Entry from the Open Molecules 2025 dataset: a molecular structure, C37H47F6IN3O5PS2Ti (wB97M-V/def2-TZVPD).

The geometry in XYZ format:
```
103
Properties=species:S:1:pos:R:3
Ti -0.00160 -0.02990 0.10560
F 1.08770 -0.82470 5.27610
C 1.68020 -0.31320 4.18650
F 2.96900 -0.62020 4.28600
F 1.54590 1.01030 4.28300
S 0.88320 -1.07610 2.62800
O 0.14910 0.06560 2.03720
O 0.00970 -2.06370 3.17370
N 1.98380 -1.65130 1.73220
S 2.78210 -0.35200 1.04790
O 1.80270 -0.01220 -0.08730
O 2.63460 0.72430 2.03820
C 4.20230 -1.41770 -0.61850
F 4.15980 -2.63180 -1.18760
F 4.00290 -0.49860 -1.58440
F 5.43660 -1.23740 -0.11610
I -2.70860 -1.38510 -4.93010
C -1.15520 -0.36660 -3.93720
C -0.17880 0.31130 -4.66300
C 0.83230 0.91000 -3.90160
C 0.82290 0.82950 -2.53400
N -0.14400 0.16490 -1.82110
C -1.12960 -0.41660 -2.57100
H -0.18780 0.35730 -5.73750
H 1.63180 1.43450 -4.39890
H 1.62850 1.26340 -1.95010
H -1.89350 -0.95820 -2.03230
C -4.72010 -1.63530 2.05380
C -4.48600 -0.73690 1.02640
C -3.26870 -0.72210 0.36610
C -2.25490 -1.62450 0.72060
C -2.51860 -2.55130 1.73980
C -3.72800 -2.53830 2.40500
N -1.02390 -1.61230 0.05620
C -0.57530 -2.79460 -0.50300
C -1.40660 -3.91180 -0.69300
C -0.92300 -5.06270 -1.28280
C 0.39010 -5.13310 -1.71610
C 1.20710 -4.02020 -1.58540
C 0.73540 -2.86170 -1.00280
H -5.66840 -1.64140 2.57030
H -5.26860 -0.05000 0.73320
H -3.09350 -0.00630 -0.43090
H -1.74540 -3.25210 2.01560
H -3.89480 -3.24750 3.20090
H -2.44060 -3.87430 -0.38060
H -1.58670 -5.90620 -1.40870
H 0.76700 -6.04200 -2.15960
H 2.22570 -4.05470 -1.93930
H 1.38790 -1.99840 -0.91640
O -1.31020 1.45200 0.23570
P -1.55860 2.59200 1.20650
C 0.08560 3.21080 1.81630
C 1.11210 3.08710 0.68040
C 2.43870 3.67390 1.15630
C 2.32050 5.18240 1.42650
C 0.86270 5.62320 1.57100
C 0.07880 4.62710 2.42480
C -2.40190 3.94070 0.22250
C -1.65450 4.16280 -1.10070
C -2.53510 4.86370 -2.14860
C -3.56840 5.75020 -1.46400
C -4.54660 4.88090 -0.66860
C -3.86200 3.62500 -0.10590
C -2.83980 2.03600 2.45360
C -2.48200 0.80550 3.28570
C -1.69090 1.12890 4.54410
C -2.43500 2.14770 5.39770
C -2.64640 3.42060 4.58920
C -3.45420 3.13260 3.32800
H 0.38500 2.48520 2.58160
H 0.78280 3.59980 -0.22650
H 1.25350 2.02510 0.44580
H 3.21140 3.47970 0.41200
H 2.73040 3.13880 2.05960
H 2.77710 5.75300 0.61630
H 2.86160 5.42630 2.34070
H 0.39960 5.71870 0.58670
H 0.82580 6.61090 2.03600
H -0.94190 4.99300 2.56030
H 0.55010 4.58490 3.40790
H -2.37530 4.85580 0.81920
H -1.32630 3.19140 -1.48950
H -0.77480 4.77970 -0.91710
H -3.05180 4.12700 -2.76310
H -1.90360 5.45590 -2.81170
H -4.11400 6.34520 -2.19600
H -3.05400 6.44760 -0.80120
H -5.37850 4.57380 -1.30270
H -4.96580 5.46840 0.15040
H -3.87680 2.81190 -0.83480
H -4.42180 3.29980 0.76930
H -3.60040 1.68870 1.73890
H -1.92690 0.09540 2.67180
H -3.41850 0.32280 3.57810
H -0.71580 1.53050 4.27370
H -1.52860 0.20550 5.10090
H -1.86030 2.37230 6.29620
H -3.40090 1.74000 5.70350
H -1.67510 3.82970 4.31590
H -3.17680 4.16500 5.18700
H -3.58910 4.05540 2.75870
H -4.44590 2.78630 3.63250
```

Computed properties:
⟨S²⟩: 2.018
Multiplicity: 3
Calculated total energy, hartree: -4862.71863
HOMO (spin up / spin down), eV: -6.914 / -7.420
Molar mass, g/mol: 997.67
HOMO-LUMO gap (spin up / spin down), eV: 6.7096 / 6.9488

***

3.
Entry from the Open Molecules 2025 dataset: a molecular structure, C37H47InN5O6 (wB97M-V/def2-TZVPD).

The geometry in XYZ format:
```
96
Properties=species:S:1:pos:R:3
In -0.27570 -1.14538 0.45335
C 1.82365 3.55545 2.61249
C 0.85551 2.41550 2.94270
C -0.31814 2.92793 3.77170
C 1.58670 1.26238 3.60592
C 1.69201 1.15717 4.98413
C 2.34074 0.07776 5.56653
C 2.86075 -0.92481 4.76928
C 2.79911 -0.85482 3.38037
C 3.26097 -2.05067 2.56162
C 2.55856 -3.32969 3.02910
C 4.78255 -2.21464 2.59767
C 2.20516 0.28309 2.81530
N 2.10393 0.44048 1.40701
C 3.13729 0.51503 0.69926
C 3.04841 0.63530 -0.78295
N 1.97190 0.42125 -1.39209
C 1.89396 0.62136 -2.79400
C 1.24035 1.78574 -3.22194
C 1.09806 2.00595 -4.58623
C 1.57114 1.08386 -5.50715
C 2.17111 -0.07933 -5.05672
C 2.34014 -0.34756 -3.69869
C 2.89912 -1.70938 -3.30426
C 4.24551 -1.68948 -2.56614
C 1.87116 -2.54423 -2.52839
C 0.72241 2.77564 -2.19006
C -0.53572 3.51213 -2.64354
C 1.80965 3.78689 -1.80914
H 1.30228 4.36957 2.10144
H 2.63536 3.21281 1.96557
H 2.26808 3.95399 3.52960
H 0.45702 2.03289 2.00012
H 0.02263 3.48388 4.64998
H -0.94348 2.09996 4.10729
H -0.93457 3.59890 3.16992
H 1.23459 1.91046 5.61417
H 2.40168 -0.00145 6.64512
H 3.30077 -1.80010 5.23343
H 2.95929 -1.89627 1.52528
H 2.91795 -3.63883 4.01448
H 2.76489 -4.14372 2.32915
H 1.47726 -3.18061 3.08972
H 5.12052 -2.41669 3.61764
H 5.29943 -1.31664 2.25124
H 5.09193 -3.05240 1.96726
H 4.14405 0.51967 1.13304
H 3.96899 0.92395 -1.30485
H 0.59036 2.89834 -4.93327
H 1.44875 1.25846 -6.56889
H 2.50751 -0.82046 -5.77351
H 3.08310 -2.21588 -4.25419
H 4.12002 -1.47167 -1.50446
H 4.93204 -0.95605 -2.99524
H 4.71589 -2.67276 -2.63542
H 1.73594 -2.16314 -1.51412
H 2.20120 -3.58376 -2.45531
H 0.89198 -2.52656 -3.01115
H 0.46380 2.19812 -1.30030
H -0.31464 4.24994 -3.42103
H -0.97537 4.04701 -1.79871
H -1.28351 2.81911 -3.03402
H 2.13679 4.33792 -2.69508
H 2.68551 3.29670 -1.37996
H 1.43133 4.50513 -1.07748
C -3.78930 1.35605 2.81981
C -2.65105 0.47618 2.38796
N -2.02874 0.63484 1.27428
O -2.49749 1.71573 0.49978
C -2.21746 -0.59858 3.29079
C -2.83592 -0.79822 4.64214
N -1.25796 -1.36886 2.83450
O -0.78992 -2.31955 3.54745
H -4.03275 2.08371 2.05454
H -3.52661 1.87915 3.74235
H -4.66782 0.74484 3.03228
H -2.08623 1.52274 -0.35982
H -2.71030 0.07463 5.29332
H -2.33602 -1.64800 5.10307
H -3.90842 -1.01333 4.58307
O -1.36586 0.49973 -1.64723
C -1.91016 0.23156 -2.71431
C -2.12079 -1.05794 -3.32232
C -2.61161 -1.02132 -4.62629
C -2.81349 -2.17086 -5.34592
C -2.52738 -3.43153 -4.76763
C -2.07221 -3.50970 -3.49285
C -1.86039 -2.33495 -2.66252
O -1.46971 -2.45966 -1.48551
N -3.30976 -2.09137 -6.69952
O -3.57789 -0.99290 -7.16769
O -3.44488 -3.13348 -7.32762
H -2.31394 1.06875 -3.31731
H -2.82839 -0.06853 -5.09578
H -2.68302 -4.31987 -5.36521
H -1.85167 -4.46552 -3.03376
```

Computed properties:
Energy above the lowest of the compared OMol25 structures with the same formula, charge and spin, kJ/mol: 0.0
Net charge: -1
Calculated total energy, hartree: -2353.36629
HOMO, eV: -4.189
Molar mass, g/mol: 772.63
HOMO-LUMO gap, eV: 6.0443

***

4.
Entry from the Open Molecules 2025 dataset: a molecular structure, C37H47N4O7SSe2V (wB97M-V/def2-TZVPD).

The geometry in XYZ format:
```
99
Properties=species:S:1:pos:R:3
V -0.11743 -0.02368 -0.28246
C -1.83922 2.29436 0.71202
N -0.39535 2.09122 0.74692
C 0.15550 2.30179 2.08039
C -0.10021 1.13853 3.00033
C -0.31891 1.31983 4.36060
C -0.55360 0.19957 5.14474
C -0.59069 -1.04251 4.53733
C -0.37570 -1.11586 3.16838
N -0.11205 -0.05574 2.42142
C 0.30335 2.93462 -0.22157
C 1.69376 2.40767 -0.42876
C 2.80049 3.22764 -0.52920
C 4.04046 2.64523 -0.75989
C 4.12719 1.26812 -0.86216
C 2.96728 0.52112 -0.73856
N 1.77819 1.07715 -0.53102
C -2.41845 1.87434 -0.61638
C -3.55275 2.46211 -1.14594
C -4.01043 2.01396 -2.37855
C -3.31382 1.01926 -3.03763
C -2.17259 0.50346 -2.44495
N -1.74425 0.92702 -1.26422
H -2.09406 3.35289 0.90794
H -2.27722 1.68419 1.51114
H -0.24131 3.23187 2.52464
H 1.23788 2.43494 1.97523
H -0.31398 2.31581 4.78260
H -0.71994 0.30066 6.21001
H -0.78813 -1.94544 5.09676
H -0.44269 -2.05246 2.64507
H 0.32938 3.98736 0.10560
H -0.21418 2.86870 -1.18664
H 2.68499 4.29962 -0.45404
H 4.92350 3.26243 -0.86203
H 5.06092 0.76199 -1.05145
H 2.95103 -0.55831 -0.85884
H -4.05733 3.25156 -0.60523
H -4.89555 2.44935 -2.82182
H -3.62155 0.64393 -4.00216
H -1.57966 -0.26920 -2.90869
O 1.84355 -1.41950 -6.89666
C 1.21920 -2.10960 -5.81595
C 1.11600 -1.22214 -4.56814
C 2.52766 -0.88685 -4.09273
O 3.25412 -2.02427 -3.64800
C 0.35046 -2.11959 -3.55606
Se 0.70732 -2.05950 -1.61177
C 0.35678 0.04886 -4.98299
Se 0.34289 1.63609 -3.80969
H 2.14576 -2.08393 -7.51889
H 1.81194 -2.99188 -5.55361
H 0.21202 -2.43150 -6.11631
H 2.45528 -0.13385 -3.30284
H 3.09817 -0.45533 -4.91707
H 2.79069 -2.29387 -2.83406
H 0.58997 -3.16360 -3.78934
H -0.72228 -2.02067 -3.73359
H -0.67499 -0.25226 -5.20357
H 0.77898 0.38361 -5.93211
C -0.67645 -4.74474 2.57406
C -0.22157 -4.46124 1.15327
C 1.28731 -4.39486 0.97475
S 1.94516 -2.81756 1.53977
O 2.03770 -2.88863 3.03576
C 3.61410 -2.97780 0.88122
C 4.55266 -1.96806 1.52879
C 5.18401 -2.47864 2.81060
H -1.74491 -4.54624 2.67376
H -0.14002 -4.13362 3.29910
H -0.50185 -5.78802 2.84522
H -0.65384 -3.53052 0.77439
H -0.59575 -5.23990 0.48197
H 1.54064 -4.46315 -0.08411
H 1.82234 -5.15780 1.54873
H 3.50241 -2.79882 -0.18946
H 3.95485 -4.00454 1.02676
H 4.00751 -1.03867 1.72234
H 5.32805 -1.71231 0.79972
H 4.41656 -2.74445 3.53413
H 5.83415 -1.72133 3.24838
H 5.79053 -3.36468 2.61653
O -3.05452 -1.89074 -1.07982
C -2.71488 -1.80945 0.10167
O -1.71152 -1.19215 0.55271
C -3.53730 -2.53863 1.15985
C -3.53654 -2.13519 2.48635
C -4.27812 -2.80162 3.46252
C -5.00381 -3.88966 3.04538
O -5.79596 -4.72929 3.79869
C -6.35898 -5.65101 2.87529
O -5.80801 -5.41923 1.59124
C -5.01114 -4.29871 1.72086
C -4.30160 -3.64114 0.75086
H -2.93122 -1.28418 2.75683
H -4.27894 -2.48390 4.49379
H -7.44663 -5.49534 2.83485
H -6.10910 -6.66970 3.19419
H -4.30767 -3.93014 -0.28813
```

Computed properties:
⟨S²⟩: 3.760
Multiplicity: 4
Net charge: -1
Calculated total energy, hartree: -8328.98609
HOMO (spin up / spin down), eV: -2.968 / -2.983
Molar mass, g/mol: 900.74
HOMO-LUMO gap (spin up / spin down), eV: 5.1154 / 5.1301

***

> calculated total energy of number 3 (C37H47InN5O6)?

-2353.36629 hartree

***

> Which formula does entry 1 have?

C37H47F3N2O14PSSi